Molecular formula: C54H88F18N19O12S6
Method: DFT, wB97M-V/def2-TZVPD

Each line ends with the Löwdin charge.
CARTESIAN COORDINATES (ANGSTROEM)
1 C -2.070 -11.176 -4.184  -0.095
2 C -2.512 -12.162 -3.206  -0.197
3 N -1.757 -12.119 -1.966  -0.047
4 C -1.959 -11.211 -0.975  -0.009
5 C -1.217 -11.549 0.106  0.020
6 N -0.516 -12.677 -0.307  -0.099
7 C -0.836 -12.977 -1.572  -0.007
8 C 0.263 -13.575 0.523  0.024
9 H -0.981 -11.244 -4.346  0.092
10 H -2.355 -10.114 -3.920  0.102
11 H -2.531 -11.373 -5.193  0.108
12 H -2.233 -13.120 -3.646  0.134
13 H -3.588 -12.061 -2.938  0.156
14 H -2.635 -10.411 -1.029  0.134
15 H -1.047 -11.113 1.147  0.167
16 H -0.458 -13.894 -1.954  0.170
17 H 0.540 -13.044 1.385  0.085
18 H 1.199 -13.785 -0.010  0.110
19 H -0.305 -14.528 0.610  0.126
20 C 6.454 -5.132 3.176  -0.068
21 C 5.477 -3.994 3.246  -0.159
22 N 5.207 -3.496 1.859  -0.012
23 C 5.996 -2.692 1.020  -0.006
24 C 5.307 -2.477 -0.068  -0.007
25 N 4.083 -3.150 0.048  -0.048
26 C 4.017 -3.741 1.206  0.012
27 C 2.963 -3.295 -0.915  0.055
28 H 6.005 -6.036 2.696  0.099
29 H 6.579 -5.420 4.207  0.077
30 H 7.438 -4.882 2.752  0.090
31 H 5.836 -3.219 3.895  0.118
32 H 4.442 -4.222 3.627  0.133
33 H 6.986 -2.396 1.245  0.132
34 H 5.529 -1.916 -0.925  0.125
35 H 3.325 -4.333 1.696  0.096
36 H 2.583 -2.321 -1.194  0.087
37 H 2.201 -3.919 -0.415  0.112
38 H 3.268 -3.846 -1.768  0.086
39 C 2.797 7.652 12.595  -0.073
40 C 3.133 8.708 11.600  -0.161
41 N 2.275 8.696 10.364  -0.012
42 C 2.418 7.987 9.073  0.086
43 C 1.263 8.304 8.380  -0.006
44 N 0.523 9.212 9.093  -0.069
45 C 1.109 9.348 10.305  -0.015
46 C -0.757 9.813 8.588  0.058
47 H 3.485 7.582 13.435  0.092
48 H 2.673 6.629 12.233  0.089
49 H 1.845 7.840 13.090  0.079
50 H 4.112 8.555 11.244  0.107
51 H 3.216 9.716 11.992  0.134
52 H 3.275 7.390 8.946  0.114
53 H 0.920 7.962 7.439  0.109
54 H 0.680 9.789 11.145  0.152
55 H -1.215 9.013 8.051  0.092
56 H -0.511 10.686 7.985  0.106
57 H -1.376 10.138 9.431  0.105
58 C -3.880 -3.829 0.441  -0.048
59 C -2.609 -3.995 1.242  -0.180
60 N -2.528 -3.400 2.549  -0.022
61 C -2.754 -2.060 2.855  0.022
62 C -2.252 -1.818 4.071  0.015
63 N -1.728 -3.027 4.518  -0.059
64 C -2.012 -3.959 3.604  -0.047
65 C -0.961 -3.162 5.803  0.037
66 H -4.086 -2.772 0.568  0.048
67 H -4.779 -4.381 0.791  0.095
68 H -3.726 -4.079 -0.620  0.092
69 H -1.703 -3.674 0.718  0.135
70 H -2.463 -5.073 1.497  0.124
71 H -3.240 -1.454 2.175  0.095
72 H -2.310 -0.987 4.734  0.135
73 H -1.528 -4.933 3.681  0.139
74 H -0.892 -4.251 6.042  0.092
75 H -1.508 -2.613 6.597  0.109
76 H 0.056 -2.804 5.667  0.095
77 C -3.093 6.658 -1.365  -0.084
78 C -3.085 5.239 -1.004  -0.140
79 N -2.668 4.507 -2.237  -0.007
80 C -1.525 4.748 -3.014  0.008
81 C -1.536 3.834 -4.005  -0.002
82 N -2.737 3.137 -3.901  -0.070
83 C -3.335 3.561 -2.811  -0.083
84 C -3.152 2.067 -4.835  0.026
85 H -3.480 7.311 -0.561  0.081
86 H -3.725 6.861 -2.214  0.086
87 H -2.090 6.999 -1.655  0.086
88 H -4.022 4.850 -0.698  0.121
89 H -2.379 5.012 -0.171  0.149
90 H -0.781 5.475 -2.821  0.125
91 H -0.790 3.726 -4.773  0.137
92 H -4.239 3.090 -2.456  0.175
93 H -2.413 1.262 -4.969  0.099
94 H -3.146 2.491 -5.830  0.088
95 H -4.186 1.766 -4.533  0.120
96 C -12.342 6.791 4.166  -0.060
97 C -11.469 7.894 3.597  -0.123
98 N -10.880 8.733 4.693  -0.035
99 C -10.198 8.282 5.793  0.007
100 C -9.939 9.388 6.529  0.002
101 N -10.516 10.454 5.892  -0.102
102 C -10.999 10.035 4.761  -0.037
103 C -10.584 11.795 6.378  0.022
104 H -11.810 6.082 4.775  0.073
105 H -12.868 6.337 3.326  0.095
106 H -13.104 7.172 4.817  0.081
107 H -12.027 8.597 3.086  0.093
108 H -10.654 7.412 2.986  0.154
109 H -10.054 7.268 6.194  0.156
110 H -9.432 9.494 7.488  0.152
111 H -11.566 10.614 4.059  0.177
112 H -11.081 12.393 5.628  0.104
113 H -9.563 12.139 6.542  0.110
114 H -11.106 11.822 7.368  0.131
115 C 8.862 4.307 -5.405  -0.068
116 C 7.393 4.422 -5.059  -0.136
117 N 7.172 5.664 -4.174  -0.044
118 C 7.638 5.872 -2.917  -0.013
119 C 7.419 7.203 -2.594  0.058
120 N 6.819 7.735 -3.765  -0.105
121 C 6.711 6.832 -4.655  -0.061
122 C 6.349 9.096 -3.979  0.028
123 H 9.123 3.260 -5.677  0.101
124 H 9.409 4.530 -4.507  0.061
125 H 9.253 5.021 -6.157  0.101
126 H 6.917 3.584 -4.436  0.149
127 H 6.686 4.482 -5.909  0.125
128 H 8.212 5.098 -2.415  0.146
129 H 7.520 7.768 -1.684  0.136
130 H 6.279 7.064 -5.633  0.182
131 H 6.149 9.228 -5.052  0.109
132 H 7.088 9.825 -3.593  0.119
133 H 5.443 9.230 -3.375  0.111
134 C 5.465 -10.837 -13.591  -0.064
135 C 5.735 -9.389 -13.941  -0.157
136 N 4.947 -8.903 -15.072  -0.054
137 C 4.648 -7.562 -15.181  -0.002
138 C 3.685 -7.410 -16.144  0.029
139 N 3.458 -8.703 -16.590  -0.102
140 C 4.216 -9.567 -15.909  -0.025
141 C 2.515 -8.978 -17.649  0.004
142 H 6.116 -11.291 -12.829  0.098
143 H 5.634 -11.481 -14.415  0.060
144 H 4.440 -10.935 -13.150  0.108
145 H 6.774 -9.099 -14.184  0.148
146 H 5.443 -8.770 -13.110  0.121
147 H 5.262 -6.792 -14.733  0.144
148 H 3.284 -6.545 -16.672  0.149
149 H 4.221 -10.680 -16.098  0.200
150 H 3.023 -9.629 -18.419  0.128
151 H 2.205 -8.063 -18.176  0.105
152 H 1.580 -9.427 -17.278  0.110
153 C -1.285 -1.229 -2.244  -0.711
154 F -0.746 -0.560 -3.218  0.165
155 F -2.334 -1.924 -2.601  0.158
156 F -0.300 -2.021 -1.741  0.112
157 S -1.952 -0.054 -0.996  0.593
158 O -2.493 1.078 -1.717  -0.313
159 O -2.722 -0.770 -0.065  -0.282
160 N -0.688 0.542 -0.131  -0.305
161 S 0.781 1.303 -0.378  0.570
162 O 1.781 0.292 -0.410  -0.308
163 O 0.631 2.189 -1.440  -0.279
164 C 0.861 2.129 1.251  -0.675
165 F 1.854 3.026 1.083  0.108
166 F -0.274 2.691 1.549  0.173
167 F 1.200 1.334 2.307  0.119
168 C -3.177 7.692 2.463  -0.700
169 F -2.692 8.733 3.084  0.166
170 F -4.416 7.892 2.056  0.155
171 F -2.294 7.435 1.470  0.079
172 S -3.019 6.170 3.508  0.554
173 O -3.632 6.382 4.813  -0.331
174 O -3.428 4.978 2.835  -0.300
175 N -1.477 6.331 3.778  -0.334
176 S -0.672 5.464 4.949  0.623
177 O -1.114 6.044 6.195  -0.323
178 O -0.830 4.078 4.722  -0.268
179 C 1.058 6.164 4.833  -0.674
180 F 1.001 7.501 4.709  0.125
181 F 1.616 5.753 5.992  0.100
182 F 1.792 5.704 3.854  0.163
183 C 1.235 -8.343 0.202  -0.573
184 F 1.074 -8.349 -1.132  0.118
185 F 1.194 -9.681 0.662  0.048
186 F 2.435 -7.832 0.521  0.126
187 S -0.197 -7.463 0.991  0.519
188 O -0.444 -6.233 0.319  -0.275
189 O -1.206 -8.429 1.133  -0.265
190 N 0.448 -7.261 2.390  -0.295
191 S 1.307 -6.022 2.958  0.634
192 O 2.691 -6.057 2.560  -0.305
193 O 0.674 -4.726 2.781  -0.305
194 C 1.002 -6.341 4.713  -0.663
195 F 1.649 -5.413 5.406  0.149
196 F -0.367 -6.242 4.884  0.070
197 F 1.294 -7.534 5.173  0.185

The electronic energy is -224187.91188 eV. The value obtained for the maximum force is 0.158 Eh/bohr. Its net charge is +5.

Molecular formula: C55H101Br2FNO11P
Method: DFT, wB97M-V/def2-TZVPD

Each line ends with the Löwdin charge.
CARTESIAN COORDINATES (ANGSTROEM)
1 C 4.066 0.650 4.875  -0.013
2 C 3.350 -0.168 4.086  -0.144
3 C 2.449 0.320 2.959  -0.113
4 C 2.709 -0.529 1.732  -0.074
5 C 1.928 -1.659 1.485  -0.197
6 N 0.868 -1.953 2.410  0.005
7 C -0.465 -1.658 1.834  -0.239
8 C -0.993 -0.260 2.233  -0.080
9 C 2.156 -2.435 0.384  0.039
10 C 3.156 -2.157 -0.515  -0.096
11 C 3.344 -3.044 -1.734  -0.282
12 C 3.034 -4.522 -1.442  -0.026
13 F 2.378 -2.610 -2.680  -0.037
14 C 3.942 -1.047 -0.299  -0.030
15 C 3.704 -0.245 0.812  -0.014
16 C 4.598 0.990 0.931  -0.248
17 O 5.062 1.338 1.997  0.105
18 C 4.879 1.684 -0.386  -0.069
19 C 5.106 0.865 -1.471  -0.081
20 C 5.372 1.336 -2.714  0.083
21 C 5.377 2.705 -2.899  -0.225
22 O 5.615 3.183 -4.171  -0.075
23 C 4.550 2.759 -5.051  -0.260
24 C 4.603 3.633 -6.317  -0.070
25 C 5.134 3.563 -1.842  -0.200
26 C 5.144 5.053 -2.193  -0.661
27 Br 6.518 6.044 -1.214  0.745
28 C 3.690 5.627 -1.982  -0.744
29 C 3.636 7.076 -1.497  -0.192
30 Br 2.723 5.402 -3.690  0.746
31 C 4.889 3.067 -0.556  -0.207
32 P 4.551 4.295 0.814  0.909
33 C 2.803 3.859 1.312  -0.226
34 O 5.568 4.020 2.091  -0.298
35 C 5.042 -0.624 -1.239  -0.242
36 O 5.824 -1.406 -1.751  0.112
37 H 3.619 1.496 5.405  0.062
38 H 5.123 0.464 5.061  0.061
39 H 3.473 -1.237 4.279  0.105
40 H 1.388 0.349 3.211  0.088
41 H 2.751 1.336 2.724  0.070
42 H 0.864 -2.953 2.584  0.112
43 H -0.490 -1.724 0.738  0.111
44 H -1.170 -2.395 2.234  0.107
45 H -2.082 -0.201 2.178  0.060
46 H -0.621 -0.040 3.235  0.060
47 H -0.602 0.449 1.493  0.073
48 H 1.516 -3.295 0.212  0.132
49 H 4.306 -2.919 -2.221  0.125
50 H 1.953 -4.657 -1.504  0.082
51 H 3.550 -5.130 -2.185  0.081
52 H 3.382 -4.759 -0.435  0.088
53 H 5.560 0.670 -3.547  0.144
54 H 4.692 1.717 -5.366  0.112
55 H 3.576 2.794 -4.559  0.084
56 H 5.218 4.506 -6.081  0.077
57 H 3.618 3.996 -6.613  0.065
58 H 5.100 3.079 -7.114  0.072
59 H 5.370 5.181 -3.246  0.060
60 H 3.140 5.005 -1.279  0.038
61 H 4.279 7.677 -2.143  0.067
62 H 3.967 7.084 -0.458  0.045
63 H 2.602 7.426 -1.561  0.069
64 H 2.739 3.175 2.158  0.016
65 H 2.316 3.459 0.416  0.048
66 H 2.304 4.811 1.508  0.033
67 H 5.055 3.568 2.776  0.037
68 C -5.116 -3.316 -0.051  -0.068
69 C -4.947 -2.238 1.005  -0.279
70 O -4.211 -1.118 0.555  -0.171
71 C -4.751 -0.411 -0.549  -0.270
72 C -6.135 0.158 -0.287  -0.077
73 H -4.142 -3.655 -0.408  0.085
74 H -5.656 -4.170 0.361  0.074
75 H -5.674 -2.956 -0.917  0.054
76 H -4.388 -2.651 1.847  0.108
77 H -5.917 -1.921 1.404  0.109
78 H -4.750 -1.045 -1.443  0.096
79 H -4.063 0.411 -0.752  0.119
80 H -6.868 -0.625 -0.083  0.066
81 H -6.483 0.725 -1.152  0.071
82 H -6.116 0.823 0.578  0.083
83 C -4.556 -5.921 3.603  -0.071
84 C -3.061 -6.017 3.861  -0.276
85 O -2.448 -4.777 4.176  -0.174
86 C -2.928 -4.111 5.331  -0.285
87 C -2.773 -4.913 6.612  -0.077
88 H -4.758 -5.218 2.793  0.065
89 H -4.957 -6.897 3.327  0.079
90 H -5.102 -5.575 4.481  0.068
91 H -2.566 -6.372 2.956  0.118
92 H -2.848 -6.755 4.641  0.107
93 H -3.971 -3.805 5.187  0.108
94 H -2.345 -3.192 5.412  0.108
95 H -3.344 -5.842 6.586  0.067
96 H -3.121 -4.330 7.466  0.080
97 H -1.726 -5.175 6.772  0.069
98 C -8.096 -4.581 -5.493  -0.080
99 C -7.991 -4.249 -4.014  -0.282
100 O -6.671 -3.973 -3.581  -0.165
101 C -6.022 -2.878 -4.206  -0.279
102 C -6.742 -1.554 -4.016  -0.071
103 H -7.463 -5.435 -5.738  0.081
104 H -9.127 -4.822 -5.754  0.077
105 H -7.780 -3.747 -6.123  0.065
106 H -8.323 -5.110 -3.432  0.118
107 H -8.659 -3.421 -3.753  0.107
108 H -5.863 -3.089 -5.269  0.107
109 H -5.032 -2.808 -3.752  0.114
110 H -7.739 -1.560 -4.458  0.069
111 H -6.175 -0.746 -4.482  0.074
112 H -6.856 -1.333 -2.952  0.066
113 C -8.803 4.925 -2.062  -0.080
114 C -8.086 4.323 -0.864  -0.283
115 O -6.821 3.771 -1.172  -0.171
116 C -5.857 4.661 -1.710  -0.277
117 C -5.519 5.824 -0.791  -0.077
118 H -8.931 4.175 -2.844  0.081
119 H -9.785 5.296 -1.767  0.076
120 H -8.247 5.758 -2.493  0.065
121 H -8.684 3.501 -0.468  0.117
122 H -7.995 5.058 -0.056  0.106
123 H -6.179 5.019 -2.693  0.107
124 H -4.957 4.069 -1.879  0.113
125 H -6.386 6.457 -0.595  0.065
126 H -4.746 6.447 -1.242  0.075
127 H -5.157 5.457 0.170  0.081
128 C -3.151 4.921 -6.698  -0.079
129 C -2.907 4.726 -5.211  -0.279
130 O -3.706 3.712 -4.627  -0.171
131 C -3.549 2.407 -5.153  -0.279
132 C -2.138 1.859 -5.026  -0.077
133 H -4.201 5.154 -6.884  0.081
134 H -2.537 5.739 -7.077  0.077
135 H -2.906 4.027 -7.273  0.065
136 H -3.161 5.648 -4.685  0.117
137 H -1.847 4.537 -5.012  0.106
138 H -3.887 2.374 -6.195  0.107
139 H -4.231 1.771 -4.586  0.112
140 H -1.414 2.456 -5.583  0.065
141 H -2.094 0.838 -5.410  0.077
142 H -1.824 1.852 -3.981  0.081
143 C 0.635 -3.282 5.959  -0.079
144 C 2.084 -3.477 6.381  -0.272
145 O 2.719 -2.288 6.815  -0.170
146 C 2.145 -1.638 7.932  -0.282
147 C 2.110 -2.491 9.189  -0.079
148 H 0.569 -2.538 5.161  0.068
149 H 0.216 -4.223 5.598  0.072
150 H 0.013 -2.935 6.786  0.067
151 H 2.659 -3.829 5.523  0.116
152 H 2.165 -4.255 7.149  0.107
153 H 1.143 -1.269 7.684  0.107
154 H 2.762 -0.757 8.115  0.117
155 H 1.498 -3.385 9.061  0.064
156 H 1.697 -1.920 10.021  0.076
157 H 3.117 -2.818 9.455  0.082
158 C 10.549 -0.778 -0.624  -0.079
159 C 10.342 -1.899 0.382  -0.283
160 O 10.040 -1.447 1.689  -0.158
161 C 8.866 -0.665 1.823  -0.271
162 C 7.600 -1.383 1.390  -0.062
163 H 11.349 -0.113 -0.293  0.081
164 H 10.816 -1.190 -1.598  0.076
165 H 9.651 -0.174 -0.753  0.064
166 H 11.263 -2.475 0.469  0.116
167 H 9.571 -2.595 0.032  0.106
168 H 8.978 0.283 1.285  0.109
169 H 8.791 -0.412 2.881  0.119
170 H 7.622 -1.652 0.333  0.058
171 H 6.731 -0.744 1.556  0.061
172 H 7.469 -2.304 1.961  0.087

The electronic energy is -234771.91640 eV. The value obtained for the maximum force is 0.039 Eh/bohr. Its structure (SMILES) is C=CCc1c(NCC)cc([C@@H](C)F)c2c1C(=O)c1c(cc(OCC)c([C@H](Br)[C@@H](C)Br)c1P(C)O)C2=O.CCOCC.CCOCC.CCOCC.CCOCC.CCOCC.CCOCC.CCOCC. Its net charge is 0.

Number 1 is which compound? C54H88F18N19O12S6

Which of these has the highest electronic energy? C54H88F18N19O12S6

Among the records above, which one has the lowest electronic energy? C55H101Br2FNO11P

Which of these has the lowest net charge? C55H101Br2FNO11P